# 1
Entry from the OMol25 dataset: a 2-piece molecular cluster, C2H9N3O overall at a distorted geometry (wB97M-V/def2-TZVPD).

The geometry in XYZ format:
```
15
Properties=species:S:1:pos:R:3:forces:R:3
H -0.557 2.008 -1.202 0.17 -0.02 -0.01
H 2.539 -0.839 0.296 -0.34 -0.26 -0.19
N -1.043 0.170 0.736 1.81 -0.88 0.04
N -0.218 1.170 0.687 -0.99 0.98 0.35
H 0.691 0.754 -1.204 0.03 -0.02 0.03
C 0.262 1.568 -0.615 -0.21 -0.23 -0.26
H -1.753 -1.729 0.416 -0.02 0.04 0.10
H 1.652 -0.087 1.402 -0.26 -0.15 -0.06
N 1.775 -0.989 0.951 -1.94 -0.67 -1.05
H -1.356 0.028 1.696 0.01 -0.07 -0.17
H 1.017 2.330 -0.452 0.03 0.08 0.02
H 0.813 -1.249 0.409 3.06 0.88 1.49
O -0.953 -0.961 -1.361 0.39 0.05 0.25
H -1.792 -1.193 -1.776 0.00 -0.02 0.12
C -1.076 -0.982 0.017 -1.75 0.31 -0.65
```
Positions in Å, forces in eV/Å.

## Properties
* maximum force: 3.52 eV/Å
* Kohn-Sham gap (spin up / spin down): 8.011 / 8.085 eV
* energy above the lowest of the compared OMol25 structures with the same formula, charge and spin: 4.302 eV
* LUMO (spin up / spin down): 0.33 / 0.30 eV
* total energy: -320.97364 a.u.
* 2S+1: 1

Partial atomic charges computed with the Löwdin method, in multiples of e: 0.08, 0.00, -0.07, -0.08, 0.06, -0.15, 0.11, -0.02, -0.01, 0.16, 0.07, 0.03, -0.03, 0.10, -0.24

# 2
Entry from the OMol25 dataset: C18H56N8O10 as an isolated structure at a distorted geometry (wB97M-V/def2-TZVPD).

The geometry in XYZ format:
```
92
Properties=species:S:1:pos:R:3:forces:R:3
C -2.988 -1.172 -0.879 6.17 -4.14 1.00
H 3.700 -4.188 -3.537 -1.74 -0.17 1.69
O -1.986 -2.081 -0.640 -5.56 4.28 0.27
H -4.538 3.961 3.510 -0.69 0.22 0.24
H 1.896 1.398 -0.047 -0.26 -0.76 -0.06
C -3.505 3.749 3.354 0.26 -1.38 1.54
H -1.097 3.542 -1.949 0.31 -0.57 -0.50
H -3.076 3.272 4.178 0.35 -0.53 2.11
H -0.325 -4.310 2.400 0.14 -0.96 1.00
H -1.971 -3.429 3.343 -1.58 0.50 -0.74
C 2.096 -0.966 1.441 -0.74 1.71 0.92
H 3.645 3.594 -1.957 0.34 -0.26 0.67
H 4.045 1.857 -0.654 0.09 0.79 0.02
H -2.427 -4.185 0.884 -1.75 1.39 1.39
H -2.764 3.047 -2.436 0.00 -0.09 -0.41
H 5.862 1.579 -0.585 0.24 0.74 0.12
O -3.987 3.346 1.334 -3.67 2.91 -6.41
H 3.559 6.299 -0.481 0.38 -1.02 -0.67
O 1.784 1.276 -2.878 4.42 -1.19 3.00
H -4.228 -0.631 -2.604 2.09 -0.99 2.11
O 3.012 5.025 -2.988 -0.85 3.05 -7.31
H 5.393 -0.018 -1.845 0.95 0.17 -0.80
O -1.629 1.555 -1.418 0.12 0.19 -1.19
H 2.642 -0.634 -3.807 -0.97 -0.66 1.29
H 0.038 0.752 -2.033 1.13 -2.86 -0.25
O 0.019 -0.409 0.517 -9.44 -4.83 -4.68
H 4.659 -2.494 -2.804 -0.68 -0.83 -0.11
C -3.352 2.759 2.262 3.76 -1.56 5.27
O 2.138 -3.312 -0.749 4.91 -0.65 -5.12
H 5.018 5.641 -1.336 -1.04 -0.34 -0.03
H 4.309 -1.946 -1.310 -0.45 0.29 0.15
H 0.314 0.212 2.377 1.27 -1.12 -0.99
C -1.972 -6.180 1.126 1.40 -1.27 -1.83
H -2.788 -6.663 0.589 -0.62 0.57 -0.07
N -3.406 -1.157 -2.106 -3.96 -2.75 -5.55
H -4.759 -0.622 2.715 0.87 -1.43 -0.60
N 0.586 -0.256 -2.114 -12.26 4.82 11.28
H 2.819 -1.405 -2.464 -1.41 -0.35 -1.28
H -0.793 -0.585 1.045 -0.14 -0.72 -1.53
C 1.240 1.371 0.833 1.04 1.59 0.76
H -2.270 3.248 -0.737 -0.52 0.97 -0.31
C 2.994 -3.381 -1.801 -3.39 2.09 5.43
C 4.027 5.347 -0.897 0.45 1.39 1.47
N -3.403 -0.205 -0.123 -1.14 2.50 4.42
C -1.610 -4.776 0.628 0.48 -1.30 9.86
H -2.356 -4.534 -0.932 0.69 0.15 -0.86
H -5.041 -2.304 2.423 -0.18 -0.10 0.21
H 1.150 4.861 -1.043 -0.76 1.53 1.01
O 4.678 0.041 -1.241 -0.73 0.28 1.64
H -2.436 1.084 -1.148 0.63 0.46 -0.03
N -4.368 -1.568 2.495 -4.11 3.13 -0.54
H 2.121 3.512 -0.232 -0.84 0.79 -1.06
H -2.946 4.618 3.262 0.92 1.80 -0.84
H -1.923 1.447 1.422 0.35 0.50 -0.11
H 4.758 0.927 0.726 0.27 0.31 -1.86
H -1.416 3.125 1.312 0.29 1.05 -0.74
H -3.513 -2.209 -2.222 0.50 1.83 -1.34
C 0.825 -0.064 1.363 8.03 6.45 5.68
H -1.166 -6.907 0.853 -0.07 0.61 0.70
C 3.111 4.549 -1.815 2.31 -4.20 5.61
H 0.351 1.990 0.494 0.88 -0.88 0.77
C 4.870 1.219 -0.390 -0.71 -2.08 1.00
H -3.766 -3.663 3.187 1.41 0.44 0.21
H 4.284 4.746 0.003 -0.28 0.23 -0.48
C 1.824 0.081 -2.243 -4.21 9.56 -8.60
H 1.870 1.946 1.558 -0.69 -0.15 -0.10
H -3.816 1.825 2.620 -0.18 -0.17 -0.08
N 3.943 -2.482 -2.087 3.09 2.05 2.74
H 2.707 -1.081 0.547 -0.50 0.35 -0.39
H 2.699 -0.435 2.182 0.30 -0.77 0.36
O -1.468 -4.682 -0.585 0.82 -0.02 -10.89
H -4.273 0.349 -0.211 0.84 -1.14 -0.61
H 3.173 4.303 -3.615 -0.41 0.72 0.01
H 1.245 3.438 -1.908 1.36 0.21 1.12
N -2.927 -3.063 3.113 1.55 -2.29 0.97
O -2.152 -0.924 2.471 -3.64 -3.26 1.01
H 0.568 -4.289 0.873 0.12 -0.44 -0.24
C -1.954 2.914 -1.729 -0.43 -0.24 2.30
C -0.390 -4.141 1.350 -0.66 0.38 -0.28
H -3.122 -0.294 0.865 0.33 0.26 -0.44
H -0.555 -3.079 1.337 -0.03 0.75 -0.55
H 0.440 -0.362 -1.045 -0.72 -1.43 -1.62
H 1.722 -1.927 1.694 0.27 -1.07 0.68
H -1.342 2.278 2.756 1.88 -0.45 3.02
C -3.106 -1.831 2.684 5.50 3.12 -0.32
N 1.977 -0.968 -2.989 13.16 -6.65 -6.04
N 2.908 -4.165 -2.823 -1.04 -6.92 -2.24
H 2.568 -5.136 -2.445 0.51 2.31 -1.80
C -1.903 2.426 1.933 -2.32 -1.55 -2.18
H -2.175 -6.176 2.153 -0.19 -0.26 1.65
C 1.843 4.082 -1.171 -0.68 -1.92 -0.36
H -4.440 2.698 0.845 -0.95 -0.72 -1.68
```
Positions in Å, forces in eV/Å.

## Properties
* maximum force: 17.34 eV/Å
* Kohn-Sham gap: 6.140 eV
* energy above the lowest of the compared OMol25 structures with the same formula, charge and spin: 18.066 eV
* LUMO: -0.28 eV
* total energy: -1909.28247 a.u.
* 2S+1: 1

Partial atomic charges computed with the Löwdin method, in multiples of e: -0.64, 0.14, -0.03, 0.09, 0.03, -0.04, 0.07, 0.07, 0.05, 0.14, -0.01, 0.12, 0.04, 0.08, 0.08, 0.07, 0.03, 0.09, -0.07, 0.17, 0.02, 0.06, -0.16, 0.15, 0.15, -0.05, 0.13, -0.61, -0.05, 0.08, 0.09, 0.16, -0.04, 0.07, 0.13, 0.15, 0.07, 0.04, 0.09, -0.06, 0.05, -0.63, -0.05, 0.15, -0.68, 0.12, 0.11, 0.06, -0.16, 0.03, 0.15, 0.08, 0.07, 0.06, 0.11, 0.07, 0.15, -0.60, 0.09, -0.67, 0.08, -0.08, 0.14, 0.07, -0.60, 0.08, 0.14, 0.08, 0.05, 0.08, 0.04, 0.14, 0.13, 0.08, 0.18, -0.07, 0.07, -0.11, -0.02, 0.06, 0.04, 0.09, 0.05, 0.05, -0.62, 0.05, 0.14, 0.18, -0.02, 0.04, -0.06, 0.08